Entry 1:
This record from OMol25 describes a 8-piece molecular cluster, H16O8 overall. The level of theory is ωB97M-V/def2-TZVPD.

CARTESIAN COORDINATES (ANGSTROEM)
O  25.833  13.460  17.471
H  26.192  12.641  17.813
H  24.971  13.221  17.130
O  22.551  14.688  16.629
H  21.732  14.214  16.770
H  22.325  15.606  16.780
O  25.139  15.257  15.595
H  24.275  14.846  15.625
H  25.382  15.238  14.670
O  22.192  17.482  16.622
H  22.610  18.192  16.134
H  21.402  17.279  16.120
O  24.623  15.644  18.455
H  24.229  16.467  18.745
H  23.892  15.027  18.420
O  23.379  11.965  17.478
H  23.343  11.957  18.434
H  22.470  12.092  17.205
O  20.667  12.693  16.260
H  21.048  12.310  15.470
H  19.728  12.526  16.178
O  19.567  13.225  19.332
H  20.340  13.420  19.862
H  19.919  12.892  18.507

Its net charge is 0. The SMILES is O.O.O.O.O.O.O.O. The HOMO-LUMO gap comes out at 9.37 eV. The LUMO energy is -0.3 eV. As for the multiplicity: 1.

Entry 2:
This record from OMol25 describes H16O8 as an isolated structure in a non-equilibrium geometry. The level of theory is ωB97M-V/def2-TZVPD.

CARTESIAN COORDINATES (ANGSTROEM)
O  -28.885  9.477  -26.035
H  -27.936  9.352  -26.012
H  -29.155  9.435  -25.118
O  -27.880  12.961  -26.829
H  -27.237  12.350  -26.468
H  -27.394  13.776  -26.951
O  -25.879  13.609  -25.538
H  -25.813  12.656  -25.603
H  -25.394  13.935  -26.296
O  -26.352  11.515  -26.131
H  -25.710  11.230  -26.781
H  -26.472  10.754  -25.563
O  -25.982  12.688  -29.223
H  -25.810  12.533  -28.295
H  -25.961  13.641  -29.315
O  -24.601  11.292  -27.808
H  -24.193  12.116  -28.074
H  -23.921  10.632  -27.941
O  -26.886  9.784  -24.707
H  -27.416  9.291  -24.081
H  -26.018  9.825  -24.305
O  -25.746  9.719  -28.934
H  -26.035  8.993  -28.381
H  -25.300  10.316  -28.332

Its net charge is 0. The HOMO-LUMO gap comes out at 8.35 eV. The LUMO energy is -0.6 eV. As for the multiplicity: 1.

Entry 3:
This record from OMol25 describes a 8-piece molecular cluster, H16O8 overall. The level of theory is ωB97M-V/def2-TZVPD.

CARTESIAN COORDINATES (ANGSTROEM)
O  -3.590  0.371  -0.506
H  -4.505  0.674  -0.492
H  -3.237  0.706  -1.337
O  -0.196  0.151  0.043
H  0.519  -0.496  0.085
H  -0.988  -0.341  0.293
O  2.230  1.166  2.531
H  2.490  1.309  3.446
H  1.725  0.348  2.549
O  1.946  2.717  -0.444
H  1.088  2.345  -0.681
H  2.576  2.033  -0.679
O  2.512  -1.111  0.033
H  2.555  -1.138  0.995
H  3.400  -0.858  -0.241
O  -0.579  1.876  -2.230
H  -1.084  2.611  -1.867
H  -0.913  1.096  -1.769
O  -3.932  -1.014  1.868
H  -3.793  -1.950  1.701
H  -3.821  -0.587  1.002
O  1.661  -3.195  -1.749
H  1.859  -4.091  -1.462
H  2.078  -2.622  -1.087

Its net charge is 0. The SMILES is O.O.O.O.O.O.O.O. The HOMO-LUMO gap comes out at 10.49 eV. The LUMO energy is 0.1 eV. As for the multiplicity: 1.

Entry 4:
This record from OMol25 describes a 8-piece molecular cluster, H16O8 overall in a non-equilibrium geometry. The level of theory is ωB97M-V/def2-TZVPD.

CARTESIAN COORDINATES (ANGSTROEM)
O  -0.417  0.309  -0.099
H  -1.129  -0.345  -0.132
H  -0.052  0.227  0.780
O  1.766  1.035  -1.778
H  1.691  2.029  -1.750
H  1.064  0.743  -1.206
O  2.375  -1.307  0.557
H  1.918  -1.709  -0.205
H  3.304  -1.565  0.415
O  -1.631  2.812  -0.669
H  -1.016  3.517  -0.624
H  -1.200  1.964  -0.674
O  0.309  0.488  2.487
H  0.188  -0.155  3.164
H  0.860  1.211  2.859
O  -2.500  -1.673  -0.187
H  -2.262  -2.607  0.001
H  -3.343  -1.466  0.221
O  3.159  1.290  1.541
H  4.042  0.963  1.437
H  2.558  0.620  1.195
O  -3.075  -2.412  -2.695
H  -3.846  -1.821  -2.846
H  -2.770  -2.155  -1.782

Its net charge is 0. The SMILES is O.O.O.O.O.O.O.O. The HOMO-LUMO gap comes out at 10.48 eV. The LUMO energy is -0.1 eV. As for the multiplicity: 1.

Entry 5:
This record from OMol25 describes a 8-piece molecular cluster, H16O8 overall in a non-equilibrium geometry. The level of theory is ωB97M-V/def2-TZVPD.

CARTESIAN COORDINATES (ANGSTROEM)
O  -0.835  -3.362  0.517
H  0.107  -3.054  0.162
H  -1.071  -2.853  1.313
O  0.548  2.244  -1.413
H  0.052  3.038  -1.242
H  1.392  2.326  -1.096
O  2.217  -2.617  0.253
H  1.640  -2.085  -0.262
H  2.442  -3.282  -0.416
O  2.419  1.291  2.477
H  1.655  1.174  3.114
H  3.041  0.601  2.624
O  -0.190  0.270  -3.148
H  0.265  0.913  -2.551
H  -0.226  -0.606  -2.840
O  0.224  -0.104  0.512
H  0.933  0.151  1.011
H  0.047  0.511  -0.144
O  -2.417  -0.287  0.039
H  -2.959  -0.613  0.670
H  -1.517  -0.259  0.432
O  -2.974  2.294  -0.026
H  -2.424  1.381  0.052
H  -2.369  2.928  -0.038

Its net charge is 0. The SMILES is O.O.O.O.O.O.O.O. The HOMO-LUMO gap comes out at 10.46 eV. The LUMO energy is -0.2 eV. As for the multiplicity: 1.

Entry 6:
This record from OMol25 describes a 8-piece molecular cluster, H16O8 overall in a non-equilibrium geometry. The level of theory is ωB97M-V/def2-TZVPD.

CARTESIAN COORDINATES (ANGSTROEM)
O  -13.406  -14.608  13.737
H  -12.517  -14.851  13.995
H  -13.287  -13.917  13.082
O  -15.717  -15.912  10.133
H  -16.064  -15.974  9.246
H  -15.594  -14.944  10.255
O  -18.388  -13.587  12.189
H  -18.071  -14.265  12.754
H  -17.592  -13.268  11.843
O  -14.160  -13.750  16.435
H  -14.965  -13.310  16.497
H  -14.370  -14.300  15.733
O  -12.291  -17.265  13.639
H  -12.754  -16.470  13.318
H  -12.443  -17.271  14.536
O  -16.065  -15.199  13.201
H  -15.174  -15.026  13.399
H  -16.119  -15.967  12.613
O  -15.721  -13.344  10.952
H  -15.323  -13.563  11.822
H  -15.584  -12.373  10.949
O  -18.471  -15.459  10.375
H  -18.579  -14.691  10.964
H  -17.695  -15.916  10.675

Its net charge is 0. The SMILES is O.O.O.O.O.O.O.O. The HOMO-LUMO gap comes out at 9.61 eV. The LUMO energy is -0.6 eV. As for the multiplicity: 1.

Entry 7:
This record from OMol25 describes a 8-piece molecular cluster, H16O8 overall. The level of theory is ωB97M-V/def2-TZVPD.

CARTESIAN COORDINATES (ANGSTROEM)
O  -44.636  18.451  -41.333
H  -45.506  18.256  -40.975
H  -44.461  19.367  -41.079
O  -39.900  19.281  -42.619
H  -39.260  18.820  -42.068
H  -40.412  19.847  -42.016
O  -41.412  21.499  -41.848
H  -42.083  21.200  -41.219
H  -41.735  22.362  -42.138
O  -38.976  21.457  -44.187
H  -39.289  20.686  -43.678
H  -38.285  21.115  -44.761
O  -41.496  24.386  -42.077
H  -41.563  25.243  -41.649
H  -40.533  24.215  -42.160
O  -42.497  24.792  -44.799
H  -41.689  25.284  -44.966
H  -42.396  24.480  -43.886
O  -38.843  23.689  -42.460
H  -37.928  23.851  -42.701
H  -39.128  22.983  -43.077
O  -43.921  21.118  -40.192
H  -44.374  21.926  -39.926
H  -43.575  20.743  -39.374

Its net charge is 0. The SMILES is O.O.O.O.O.O.O.O. The HOMO-LUMO gap comes out at 10.87 eV. The LUMO energy is 0.2 eV. As for the multiplicity: 1.

Entry 8:
This record from OMol25 describes a 8-piece molecular cluster, H16O8 overall in a non-equilibrium geometry. The level of theory is ωB97M-V/def2-TZVPD.

CARTESIAN COORDINATES (ANGSTROEM)
O  -0.356  -0.280  0.370
H  0.207  -0.050  -0.369
H  -0.857  0.516  0.548
O  0.896  -2.632  1.352
H  0.546  -2.763  2.234
H  0.484  -1.823  1.049
O  1.053  0.003  -2.177
H  1.270  -0.868  -1.844
H  0.897  -0.130  -3.112
O  -3.526  -0.315  1.486
H  -3.111  0.452  1.091
H  -2.797  -0.889  1.721
O  0.971  2.072  2.305
H  0.045  2.050  2.545
H  1.351  1.311  2.743
O  -2.856  2.071  0.024
H  -2.770  1.885  -0.911
H  -3.793  2.219  0.154
O  1.016  -2.705  -1.515
H  0.909  -2.739  -0.565
H  1.926  -2.961  -1.664
O  2.844  2.221  -1.967
H  3.581  1.637  -1.787
H  2.071  1.718  -1.711

Its net charge is +1. The HOMO-LUMO gap (spin up / spin down) comes out at 11.55 / 2.36 eV. The LUMO energy (spin up / spin down) is -3.4 / -11.6 eV. As for the multiplicity: 2. As for the expectation value of S²: 0.76.